## 1
The following is a quantum chemistry calculation of a cluster of 2 separate species, C2H6OS in total, from the OMol25 dataset.

## Properties
Spin multiplicity = 1

CARTESIAN COORDINATES (ANGSTROEM)
S1 1.64 -1.94 -0.43
O1 -0.84 -0.72 0.74
C1 -0.81 1.51 -0.01
C2 -1.32 0.27 -0.07
H1 -0.23 1.88 0.83
H2 2.89 -2.30 -0.06
H3 2.03 -0.69 -0.72
H4 -0.14 -0.31 1.28
H5 -2.14 0.10 -0.74
H6 -1.09 2.19 -0.81

Charges obtained by Mulliken population analysis, quoted in units of e: -0.299, -0.455, -0.803, 0.161, 0.237, 0.144, 0.141, 0.300, 0.343, 0.231

=====

## 2
The following is a quantum chemistry calculation of a cluster of 2 separate species, C2H6OS in total, from the OMol25 dataset.

## Properties
Spin multiplicity = 1

CARTESIAN COORDINATES (ANGSTROEM)
S1 -0.08 0.63 1.39
O1 -0.27 2.07 1.26
C1 -1.77 -0.91 -1.32
C2 1.69 0.34 0.80
H1 2.12 1.17 0.43
H2 -2.08 0.15 -1.61
H3 2.21 -0.10 1.68
H4 -2.53 -1.44 -0.96
H5 -1.02 -1.36 -1.83
H6 1.73 -0.55 0.15

Charges obtained by Mulliken population analysis, quoted in units of e: 0.358, -0.438, -0.977, -0.771, 0.318, 0.278, 0.267, 0.346, 0.357, 0.263

=====

Result of the stability comparison: 2 is the least stable of them.